{"formula": "C18H21F18N6O12S6V", "method": "ωB97M-V with the def2-TZVPD basis set", "elements": ["V", "S", "S", "S", "S", "S", "S", "F", "F", "F", "F", "F", "F", "F", "F", "F", "F", "F", "F", "F", "F", "F", "F", "F", "F", "O", "O", "O", "O", "O", "O", "O", "O", "O", "O", "O", "O", "N", "N", "N", "N", "N", "N", "C", "C", "C", "C", "C", "C", "C", "C", "C", "C", "C", "C", "C", "C", "C", "C", "C", "C", "H", "H", "H", "H", "H", "H", "H", "H", "H", "H", "H", "H", "H", "H", "H", "H", "H", "H", "H", "H", "H"], "xyz": [[1.18949, -0.55616, 2.51544], [-1.83110, 0.74929, 1.93098], [0.40732, -2.59543, 5.20291], [0.93438, -3.69299, 2.84343], [-1.05580, -0.87656, 0.03507], [2.05294, 1.55338, 4.74378], [2.93044, 2.48088, 2.48283], [2.14439, 2.17212, -0.02806], [-3.55981, -0.01851, 3.78919], [-1.23512, -0.55308, 5.18264], [-0.41722, -5.80911, 2.19021], [0.76338, 0.07302, -1.64703], [-1.18170, -1.63191, 7.06740], [-0.00785, 2.72009, 5.89535], [1.62420, 4.05549, 5.69627], [-2.23471, -2.51017, 5.41016], [-1.54149, -4.40352, 3.34181], [-1.23211, -4.03308, 1.28069], [-1.27140, 0.15570, -2.37522], [0.67745, 3.13158, 1.27395], [0.45334, 3.53145, 3.95342], [-2.50356, -1.63863, 2.79740], [-0.56189, 1.63444, -0.98121], [2.36700, 4.24535, 0.56683], [-4.13533, -0.63667, 1.84320], [1.61307, -3.17969, 1.66252], [-0.17461, -2.01985, -0.17778], [0.16824, -3.98786, 5.51111], [4.18669, 1.96136, 2.01320], [-2.48085, 1.41943, 0.83235], [3.03742, 3.67853, 3.28605], [1.42094, -1.96826, 6.02073], [1.21925, 0.51792, 5.32371], [-2.42437, -1.23831, -0.15286], [1.74262, -4.65023, 3.51877], [3.33831, 1.64565, 5.38274], [-1.40709, 1.56847, 3.03034], [2.51981, -0.69392, -4.93030], [-3.66741, 2.84586, -5.84592], [0.56283, -2.15532, 3.62816], [1.95579, 1.16070, 3.19959], [2.23787, -0.62863, 0.56082], [-0.53279, -0.21084, 1.58513], [2.55127, -2.28656, -2.53810], [2.78534, -1.17565, -0.27920], [-1.18494, -1.75809, 5.75378], [1.95646, 3.05716, 0.93384], [2.56259, 1.88934, -4.53590], [-0.06099, 1.96050, -4.65892], [2.59066, 0.44000, -4.74792], [-5.76769, 0.30657, -3.87557], [3.31986, -3.11294, -3.54579], [-3.09424, -0.45675, 2.63208], [0.96128, 3.09457, 5.09443], [-0.48303, 0.36738, -1.35716], [-4.44357, 0.73655, -3.20132], [-0.68406, -4.53725, 2.34708], [1.24411, 2.42968, -3.99779], [3.49226, -1.84548, -1.36768], [-4.04650, 2.18425, -3.34755], [-3.88256, 2.56996, -4.75493], [3.35052, -4.17663, -3.30400], [-3.10741, 2.45489, -2.85763], [3.44262, 2.16247, -3.95410], [-5.68781, -0.73666, -4.16807], [1.25343, 3.52115, -4.07344], [1.14843, 2.31974, -2.91371], [-0.84360, 2.26435, -3.96266], [2.94480, -2.98009, -4.56121], [-3.67395, 0.18692, -3.75892], [-4.76877, 2.89173, -2.92546], [2.14140, -1.42994, -3.07271], [-6.61011, 0.41328, -3.19013], [-5.99903, 0.94195, -4.72964], [-0.23426, 2.34830, -5.65849], [1.72615, -2.74836, -1.99538], [-0.11370, 0.86911, -4.68071], [-4.30746, 0.32327, -2.20207], [2.72571, 2.30426, -5.53580], [4.23968, -2.58955, -1.10624], [4.09479, -0.97380, -1.67587], [4.37129, -2.84158, -3.68697]], "spin_multiplicity": 3, "e_above_lowest_kcal_mol": 97.8, "total_energy_ev": -192123.4399, "homo_ev": [-11.267, -11.291], "gap_ev": [7.80, 8.82]}



{"formula": "C18H21F19O6S", "method": "ωB97M-V with the def2-TZVPD basis set", "elements": ["S", "F", "F", "F", "F", "F", "F", "F", "F", "F", "F", "F", "F", "F", "F", "F", "F", "F", "F", "F", "O", "O", "O", "O", "O", "O", "C", "C", "C", "C", "C", "C", "C", "C", "C", "C", "C", "C", "C", "C", "C", "C", "C", "C", "H", "H", "H", "H", "H", "H", "H", "H", "H", "H", "H", "H", "H", "H", "H", "H", "H", "H", "H", "H", "H"], "xyz": [[1.82673, -0.99468, 2.66098], [-2.74642, -5.63303, 0.96973], [-6.45551, -2.39306, 1.26874], [-1.03519, 1.30845, -3.92230], [0.48397, 2.95712, -2.20904], [-2.46185, -2.83730, 1.18680], [-4.93074, -3.69047, 0.38296], [1.59828, 2.47691, -4.65708], [-6.24422, -3.76035, 3.62520], [2.24186, 4.22125, 2.67367], [2.62713, 4.29402, -5.31313], [-0.67389, -3.95931, 0.61606], [-1.15870, -5.81396, 2.48062], [-2.81736, 1.98686, -2.82607], [-0.71769, 1.39526, -1.26736], [0.23431, 5.36096, -6.09382], [0.37842, 3.32646, 2.03595], [-4.44688, -2.69481, 3.02625], [1.25801, 4.92228, 0.86233], [0.41714, 4.99226, -3.95984], [-4.55483, -4.92920, 2.84903], [-0.85638, 3.65795, -5.23848], [1.99434, -0.13391, 3.78472], [1.40167, -2.35992, 2.84385], [2.75428, 1.77960, 1.52373], [0.77925, -0.28998, 1.71528], [2.30951, 2.83898, 0.74464], [-0.78138, 2.56610, -1.94503], [1.85467, -0.62403, -0.41934], [0.63809, -0.94009, 0.42311], [1.54311, 3.82832, 1.59996], [4.08578, 1.38051, 1.28654], [3.34434, -1.06645, 1.67992], [3.09984, -1.30158, 0.17092], [0.28711, 4.38866, -5.15145], [-1.56433, 2.34192, -3.24156], [-1.53758, -3.71532, 1.63304], [-3.18998, -4.99033, 3.20697], [1.52228, 3.53751, -5.48501], [-2.19462, -5.03508, 2.04284], [-1.76343, 3.55032, -4.16254], [-5.22088, -3.75034, 2.73402], [4.33160, 0.06403, 1.99947], [-5.86634, -3.60583, 1.34722], [-2.91836, -4.20815, 3.91568], [1.69392, -0.97537, -1.44001], [1.62122, 2.49694, -0.03522], [4.37545, 0.21915, 3.07624], [3.99459, -0.98560, -0.36960], [-2.73211, 3.38468, -4.63153], [-0.28264, -0.54599, 0.00079], [3.11745, 3.39580, 0.25804], [-3.07787, -5.95207, 3.70502], [5.31730, -0.29333, 1.68516], [4.26382, 1.27231, 0.20786], [0.52502, -2.01151, 0.59672], [4.78100, 2.14009, 1.66252], [-1.82084, 4.47208, -3.58355], [3.00606, -2.37878, 0.01563], [3.76681, -1.99052, 2.07907], [1.46787, 3.19342, -6.51885], [-0.98276, -3.27567, 2.46670], [1.97409, 0.45939, -0.46125], [-1.26962, 3.31397, -1.31568], [-6.61391, -4.38754, 1.20379]], "spin_multiplicity": 1, "total_energy_ev": -93759.3001, "homo_ev": -10.568, "gap_ev": 11.05}



{"formula": "C18H21F3N2O3S", "method": "ωB97M-V with the def2-TZVPD basis set", "elements": ["S", "F", "F", "F", "O", "O", "O", "N", "N", "C", "C", "C", "C", "C", "C", "C", "C", "C", "C", "C", "C", "C", "C", "C", "C", "C", "C", "H", "H", "H", "H", "H", "H", "H", "H", "H", "H", "H", "H", "H", "H", "H", "H", "H", "H", "H", "H", "H"], "xyz": [[1.36611, -2.54932, 2.93041], [2.01000, 0.41662, -3.11316], [1.57441, -1.52941, -3.89112], [3.34726, -0.49893, -4.51767], [3.32485, -1.29177, -2.51783], [0.00483, -2.97454, 2.95163], [2.35828, -3.30117, 3.63308], [-2.42175, 1.98657, -1.11866], [1.46133, -0.98161, 3.51790], [0.66379, 0.00014, 2.90505], [-1.51732, 0.87903, 2.42953], [3.67896, -2.12314, -0.34698], [-3.08457, 0.10084, -3.24103], [-1.73812, 0.12143, -2.52915], [0.99683, -1.81265, 0.31254], [0.42023, 2.01391, 1.61861], [-2.90076, 2.51497, 0.13271], [2.77133, -1.62009, -1.27337], [2.58079, -0.74978, -3.46452], [1.43064, -1.46707, -0.95904], [3.23643, -2.45552, 0.91881], [-0.96391, 1.94402, 1.72325], [-1.83305, 3.01567, 1.13282], [-1.86568, 0.64951, -1.09855], [1.22986, 1.05497, 2.19937], [-0.72021, -0.08734, 3.00983], [1.89935, -2.29821, 1.23531], [0.71870, -1.08356, -1.67089], [2.42882, -0.71964, 3.63855], [-3.54869, 3.36529, -0.10751], [-1.77262, 2.63081, -1.55832], [-1.20673, 3.75763, 0.63126], [4.71063, -2.23686, -0.63623], [-2.55916, 0.01391, -0.53973], [0.87584, 2.83116, 1.07751], [3.90652, -2.84619, 1.66821], [-1.04073, 0.75416, -3.08336], [-3.51793, 1.74603, 0.60255], [-1.32988, -0.89143, -2.50177], [-2.36221, 3.52161, 1.94504], [-3.52319, 1.09415, -3.22780], [-0.88379, 0.59805, -0.59566], [-0.04062, -1.71318, 0.58746], [-2.96572, -0.22223, -4.27223], [-2.58943, 0.81217, 2.53874], [-1.14939, -0.91675, 3.54700], [-3.76600, -0.58248, -2.74007], [2.30565, 1.13024, 2.11749]], "spin_multiplicity": 1, "e_above_lowest_kcal_mol": 1.8, "total_energy_ev": -47117.5232, "homo_ev": -8.493, "gap_ev": 8.93}



{"formula": "C18H21FN2O5S", "method": "ωB97M-V with the def2-TZVPD basis set", "elements": ["S", "F", "O", "O", "O", "O", "O", "N", "N", "C", "C", "C", "C", "C", "C", "C", "C", "C", "C", "C", "C", "C", "C", "C", "C", "C", "C", "H", "H", "H", "H", "H", "H", "H", "H", "H", "H", "H", "H", "H", "H", "H", "H", "H", "H", "H", "H", "H"], "xyz": [[3.21343, 0.66305, 0.87114], [2.58925, 2.47214, -1.39805], [-3.14125, 1.27959, 0.74761], [-6.61313, -0.77029, -1.09866], [-1.98034, 0.01093, 2.19499], [4.00816, 1.81483, 1.16312], [2.99153, -0.29850, 1.91215], [3.74335, -0.03749, -0.54150], [-5.67308, -1.73833, -0.96723], [-2.01678, 0.77142, 1.26132], [3.36359, -1.42518, -0.70174], [5.10162, 0.26102, -0.94609], [5.76075, -2.09751, -0.45101], [4.33102, -2.36888, 0.01205], [-4.38499, 0.84532, 1.31284], [-0.89436, 2.12292, -0.54635], [1.48266, 2.08117, -0.75488], [0.44036, 0.81045, 0.97265], [-0.80783, 1.25532, 0.54034], [1.58599, 1.22173, 0.32574], [-6.29238, 0.27459, -0.32401], [-4.77712, -1.31127, -0.11913], [0.25137, 2.53967, -1.19825], [-5.12722, -0.00653, 0.34256], [-7.19639, 1.45076, -0.31067], [-3.58867, -2.11685, 0.24750], [6.10861, -0.62823, -0.22003], [0.20623, 3.21050, -2.04166], [0.52114, 0.14124, 1.81595], [3.34026, -1.63979, -1.77587], [7.11614, -0.41046, -0.57741], [5.16461, 0.11393, -2.02917], [-4.95685, 1.74711, 1.54465], [-4.17193, 0.29013, 2.23374], [4.04963, -3.40286, -0.19377], [-1.86197, 2.46586, -0.87682], [-2.71188, -1.74662, -0.28466], [-3.75240, -3.15406, -0.02879], [6.45663, -2.73888, 0.09242], [6.06180, -0.40262, 0.84748], [4.24986, -2.19227, 1.08539], [2.35501, -1.53162, -0.29818], [-6.62671, 2.36797, -0.44304], [5.85026, -2.32826, -1.51620], [-7.92062, 1.35375, -1.11459], [5.27002, 1.31296, -0.71755], [-3.38795, -2.04084, 1.31416], [-7.72943, 1.50899, 0.63754]], "spin_multiplicity": 1, "e_above_lowest_kcal_mol": 3.9, "total_energy_ev": -45776.2665, "homo_ev": -9.465, "gap_ev": 9.61}